No. 1
Molecular formula: C12H14NS2
Method: DFT, ωB97M-V/def2-TZVPD

The relative energy (zero: lowest compared OMol25 entry of this formula, charge and spin) is 286.0 kJ/mol. Its lowest unoccupied orbital energy is -5.8 eV. As for the charge: +1. The calculation puts the total energy at -1316.35295 Ha. The value obtained for the HOMO energy is -10.7 eV. The gap between HOMO and LUMO comes out at 0.1801 Eh.

XYZ file:
```
29
Properties=species:S:1:pos:R:3:forces:R:3
S 0.3012 1.7673 -3.8241 1.2035 -0.9123 1.8199
S 1.0370 -3.4171 2.0695 0.1704 0.5732 1.1000
N -2.4642 1.8217 2.0737 1.5625 -2.1759 -0.4703
C -1.7480 2.7433 -0.0229 -0.9105 -0.6204 -1.8543
C 1.1697 -1.7897 1.3666 -3.1259 3.3534 0.4583
C 0.9064 -0.9192 -1.0558 -0.6247 1.7458 -0.6032
C 2.2157 0.7486 -2.3494 -2.7240 -0.0222 -1.5195
C -2.1430 0.7553 3.0504 2.2709 2.0971 -0.7483
C -0.1158 0.6297 -2.6145 0.3221 1.4555 -2.5552
C 1.2888 -3.2072 -0.4827 0.2932 -0.8547 -2.9051
C 0.9832 -1.8104 -0.1568 0.9923 -2.5600 1.5157
C 2.0414 1.6350 -3.3368 0.6761 1.6757 -0.8134
C 0.9589 0.0525 -2.0026 2.0711 0.1236 1.3313
C 1.3834 -4.0480 0.5508 -0.3819 -1.5248 -1.0669
C -1.8231 1.7549 0.8479 2.0431 -0.2480 1.0340
H -2.8421 0.8543 3.8335 -0.5506 -0.2623 1.0961
H 2.8371 2.3637 -3.7593 -1.7151 -1.4987 0.6099
H -1.0646 0.9997 3.4221 -1.8615 -0.6850 -0.2424
H -0.9874 1.0128 0.6332 -1.5826 -0.0246 1.0079
H 1.4861 -5.1442 0.4598 0.1690 0.8077 -0.1033
H 2.0755 -1.2683 1.4961 1.6079 -0.0297 0.4617
H 3.0816 0.5318 -1.8572 2.3253 -0.4703 1.0207
H 0.4319 -1.0344 1.8406 0.8347 -1.4381 -0.5718
H -2.1404 -0.2321 2.6103 -0.2260 -0.3134 -0.1089
H -1.1121 0.4284 -2.4342 -1.9327 -0.6160 0.2433
H -2.4671 3.5121 0.0944 -0.2913 1.1788 -0.2924
H 1.4252 -3.5084 -1.5662 -0.2058 0.2293 1.6003
H -3.3219 2.3134 2.1379 -0.5799 0.2435 0.0098
H -1.3931 2.4545 -1.0243 0.1703 0.7730 0.5460
```
Forces are in eV/Å.

=====

No. 2
Molecular formula: C2H2O2P
Method: DFT, ωB97M-V/def2-TZVPD

The relative energy (zero: lowest compared OMol25 entry of this formula, charge and spin) is 119.4 kJ/mol. Its lowest unoccupied orbital energy is 4.6 eV. As for the charge: -1. The calculation puts the total energy at -569.23289 Ha. The value obtained for the HOMO energy is -3.9 eV. The gap between HOMO and LUMO comes out at 0.3128 Eh.

XYZ file:
```
7
Properties=species:S:1:pos:R:3:forces:R:3
P -1.7287 0.3684 0.1075 0.5399 -1.1649 0.3445
O 1.8123 0.3533 -1.3642 0.6484 -0.9626 -2.4507
O 1.5578 1.3192 0.5933 0.3031 2.0548 3.0512
C 1.3215 0.6003 -0.3082 -2.4458 -2.2686 -0.2886
C -0.2612 -0.4493 0.0594 0.7127 3.5893 -0.7658
H -0.1461 -1.4577 0.2962 0.1883 -1.6596 0.4081
H -2.5555 -0.7343 0.6160 0.0533 0.4114 -0.2987
```
Forces are in eV/Å.

=====

No. 3
Molecular formula: C32H39BrF40O6Si2
Method: DFT, ωB97M-V/def2-TZVPD

Its lowest unoccupied orbital energy is 0.5 eV. The calculation puts the total energy at -8841.79302 Ha. The value obtained for the HOMO energy is -10.1 eV. The gap between HOMO and LUMO comes out at 0.3884 Eh.

XYZ file:
```
120
Properties=species:S:1:pos:R:3:forces:R:3
Br 0.0680 -3.7828 -1.5431 -0.5753 0.9128 -0.4999
Si -0.9823 -1.8750 -2.3000 0.2417 1.8416 1.5052
Si 1.0921 -0.6415 -0.6541 -0.4095 0.2552 -0.6133
F -3.8406 5.3010 2.6329 -0.0545 0.6094 -0.1924
F -13.1674 2.2339 1.9854 -0.2403 -0.1400 0.6132
F -5.9561 -1.3910 3.8482 -0.2635 0.4591 -0.4797
F 4.6291 2.4532 4.8908 -0.5510 0.5866 0.4145
F 8.3403 -2.7928 -7.8269 -0.3518 -0.3130 0.2547
F -13.2414 1.1648 5.3812 -0.1064 0.4027 -0.6218
F 5.3972 1.4604 0.7743 -0.2402 -0.2672 0.0675
F 10.6479 -3.0666 -8.2183 0.6222 0.7206 0.0938
F 0.5587 5.8277 3.7939 -0.0027 -0.1579 -0.4660
F -10.8028 -0.0486 -0.0982 -0.2602 -0.2594 0.1059
F -11.5709 0.9443 4.0183 -0.6246 0.6200 0.4129
F -3.4148 8.2358 0.6616 -0.2962 -0.5778 0.4153
F -7.1037 -0.0496 0.7557 0.0221 -0.1536 0.7501
F -2.1669 -2.5743 1.5631 -0.4690 -0.3443 -0.1321
F -5.4132 -3.4984 2.6562 0.4462 -0.1900 0.0241
F 9.4938 -0.9715 -6.5987 0.6345 -0.1473 0.0117
F -12.2488 -2.1352 0.9628 0.4474 0.2803 0.2281
F -6.5083 -2.1041 1.1039 -0.6245 0.6857 0.2799
F 12.6001 -2.4633 -7.4962 -0.5473 0.4997 0.1883
F 3.3878 4.9484 4.6370 0.0096 -0.5113 0.2064
F 2.8403 1.2437 1.8011 0.5702 0.0344 0.1993
F -2.2636 6.4085 0.4809 -0.8752 0.3920 0.0086
F -1.7968 4.3740 1.5746 0.4545 -0.1402 0.3482
F -8.0183 -1.0739 3.2227 0.0626 0.0421 -0.4694
F -12.8122 3.4394 3.7645 -0.0164 -0.5179 0.2366
F 3.0326 3.7429 2.8579 -0.2247 -0.1215 0.4332
F 3.9512 -0.6263 1.8353 0.4419 0.2268 0.1391
F -4.9864 5.9004 0.8800 0.4412 0.4021 0.0114
F 2.9586 2.6738 6.2537 -0.0856 0.3916 -0.6638
F 8.6810 -3.0191 -5.0031 -0.1133 -0.1716 -0.4043
F -3.3496 -1.5767 3.0922 -0.1807 -0.4075 -0.2231
F -10.9814 1.0858 1.7411 0.0623 -0.3343 -0.3491
F 5.2186 2.5947 2.6136 0.0648 -0.3892 -0.3832
F -13.3597 -0.2652 0.9286 0.4498 -0.0062 0.1096
F -1.5867 5.6605 4.1127 0.2548 -0.1843 -0.3995
F 8.2640 -5.1473 -5.1741 -0.0047 0.0641 -0.5779
F 6.6331 -3.6041 -6.7645 0.2092 -0.1660 0.2753
F 10.9115 -0.2831 -8.1023 0.2262 -0.5252 0.1480
F -3.4913 -4.3342 3.2122 0.1821 0.2723 -0.1787
F -0.4604 3.4049 2.9803 0.1550 0.2760 0.2548
O 2.6770 1.3743 4.4737 1.1938 1.4764 -0.2575
O -2.1526 7.6330 2.3879 -0.7299 -1.4418 -1.0131
O -13.5230 -0.1346 3.6012 1.1514 1.5463 -0.2109
O -0.4291 -0.3953 -1.5074 1.1607 -3.2771 -0.4744
O 11.1513 -3.2648 -6.0147 -0.7519 0.9835 -1.4671
O -4.9845 -0.4344 1.3010 -1.4109 -1.1848 0.8153
C 10.2562 -4.3742 -6.1282 0.7941 -0.6885 0.4709
C -0.6319 4.5340 2.2423 0.0773 -1.0321 -0.3278
C 5.2009 1.3382 2.1143 0.7709 0.3822 -0.6444
C -2.9997 7.1400 1.3523 1.7515 1.1390 -0.0534
C 5.6675 -3.9460 -0.9258 1.1251 1.0545 0.1845
C 3.2807 2.5806 4.9356 0.1346 -1.9571 0.5786
C 8.7752 -4.0739 -5.8563 0.4213 0.3718 0.8422
C -3.4546 -2.3194 1.9579 0.2829 0.9816 0.3348
C -6.7407 -0.6560 3.0165 0.1509 0.0333 0.9907
C 3.5732 0.4234 3.8924 -0.5025 -0.8157 0.6560
C 3.6477 -0.0558 -2.1085 -0.4508 -0.3335 1.1133
C -12.3116 -0.8890 1.5301 -1.0208 0.0362 -0.0445
C -6.3295 -0.8370 1.5497 1.3409 0.1140 -1.7843
C 2.5458 -1.2488 -1.7620 1.5519 -0.4928 -1.0687
C -13.4274 2.3121 3.3172 -0.2260 0.7184 -0.6785
C 4.8194 -3.2495 -3.4666 0.2779 -0.6089 -0.7914
C 5.2007 -1.6762 -3.7282 -0.2310 -0.3538 -0.2444
C -12.9193 1.0717 4.0631 0.2004 -2.0481 0.5587
C -4.1393 -3.6532 2.2298 0.0110 -0.9868 0.4937
C 11.2764 -2.4579 -7.1835 0.4996 -1.9990 0.4093
C 5.1206 -0.7106 -2.4062 0.2197 1.4228 -0.4114
C -0.8256 7.1002 2.4006 0.4338 1.0767 0.1031
C 7.9258 -3.8567 -7.1025 -0.9770 0.1775 -0.5125
C 5.8896 -4.0813 -2.5446 -0.3844 -1.0451 -0.3134
C -10.9991 -0.1708 1.2418 0.8411 0.3015 -0.6969
C -4.1061 -1.4715 0.8561 0.4252 0.6634 -0.8426
C -12.6268 -1.0855 3.0199 -0.4466 -0.8617 0.6185
C -0.6437 5.7661 3.1386 -0.7125 0.5640 0.6455
C 3.8884 0.6199 2.4026 -1.0393 0.0791 0.0627
C 2.7726 3.8211 4.1897 -0.3886 0.6559 -0.4233
C -4.2161 6.3782 1.8938 -0.6879 -0.6431 0.3883
C 10.8029 -1.0157 -6.9617 -0.4998 0.8799 0.1471
H 4.4751 0.2836 4.4998 -0.0729 0.2503 -0.3105
H 3.7197 -3.4232 -3.0570 2.3687 0.5813 -0.7198
H 5.4892 -1.2044 -1.4089 -0.7293 0.6680 -2.0844
H -11.7249 -1.2254 3.6273 -0.0734 0.2527 -0.3114
H 1.4793 0.6415 -0.0130 -0.2891 -0.1032 -0.3981
H 6.0467 -4.8841 -0.3376 -0.7511 1.7070 -1.2441
H 10.5827 -5.0643 -5.3404 -0.1883 0.3195 0.0057
H -0.8530 -1.7540 -3.7543 0.2999 -0.1157 -0.0230
H 11.3871 -0.5251 -6.1778 0.1004 -0.2340 -0.0585
H 5.8700 0.1955 -2.6121 -1.5979 -1.8698 0.5056
H 4.5724 -3.7052 -0.5902 1.9959 -0.5839 -0.8821
H -4.5577 -2.0818 0.0652 0.0057 -0.0416 0.3921
H 4.4687 -1.2962 -4.5872 1.4506 -0.5482 1.9609
H 3.6962 0.6128 -1.1207 0.1896 -1.3131 -2.2197
H 6.0535 0.7890 2.5235 -0.1258 -0.1124 0.0932
H 6.3473 -3.0294 -0.5749 -1.5624 -1.9822 -0.4961
H 3.2233 0.6286 -2.9574 1.0156 -1.3557 1.4070
H -4.8351 7.0217 2.5257 0.1890 0.1376 -0.1161
H 6.2901 -1.6139 -4.2118 -2.3043 -0.2742 1.2122
H -10.1465 -0.7199 1.6510 -0.1197 -0.1055 0.1030
H -3.2912 -0.9358 0.3538 -0.0747 -0.0301 0.3466
H -2.4234 -1.9983 -1.9606 0.3003 -0.1228 0.0298
H 7.0060 -3.8230 -2.8771 -2.4658 -0.4201 0.9006
H 5.7383 -5.2338 -2.8147 0.3202 2.4572 0.5082
H 10.4096 -4.9329 -7.0589 -0.2481 0.3095 0.0894
H 1.6928 3.9423 4.3160 0.1891 -0.2497 0.1669
H 3.0403 -0.5321 3.9736 -0.0472 0.2910 -0.2258
H 0.1831 4.5788 1.5145 0.0473 0.1691 0.0526
H 4.8298 -3.7741 -4.5389 0.0222 1.1397 2.2452
H 3.1573 -2.0885 -1.1770 -1.4707 1.6947 -1.1307
H -0.2427 7.8447 2.9568 -0.2413 -0.2554 0.1020
H -14.5072 2.4333 3.4435 0.0910 -0.1911 0.1518
H -13.1597 -2.0410 3.1011 -0.0410 0.2966 -0.2194
H 0.8292 -1.6094 0.4413 0.0235 0.1144 -0.1330
H 7.9313 -4.7401 -7.7471 0.1440 -0.0715 0.1106
H -4.1453 -4.2867 1.3384 0.0602 0.1545 -0.1035
H -6.6656 0.3920 3.3206 0.0254 -0.0303 -0.2573
H -0.3751 7.0944 1.4011 -0.2108 -0.2856 0.2025
H 2.2146 -1.7437 -2.7848 0.5385 0.9148 2.1134
```
Forces are in eV/Å.

=====

No. 4
Molecular formula: C15H39IN4O9P
Method: DFT, ωB97M-V/def2-TZVPD

Its lowest unoccupied orbital energy is -3.7 eV. As for the charge: +1. The calculation puts the total energy at -2129.63774 Ha. The value obtained for the HOMO energy is -10.9 eV. The gap between HOMO and LUMO comes out at 0.2646 Eh.

XYZ file:
```
69
Properties=species:S:1:pos:R:3:forces:R:3
I 3.4306 -3.4817 -1.1795 0.2872 0.2920 -0.2799
P 0.7104 -3.5056 0.6177 -2.2956 -0.1123 0.4593
O -1.8536 -3.3080 -2.4248 0.2769 0.0646 0.0111
O -4.1086 -1.0425 0.4282 0.2975 0.3491 0.2354
O -7.5249 3.4544 -0.2007 0.0660 -0.1997 0.0651
O 5.3397 -0.0848 -1.6636 -3.5046 1.4222 -0.3755
O -3.1747 2.0386 0.7534 0.7221 -0.6486 0.1798
O 0.0002 -4.1870 5.2340 -0.0469 0.0391 0.1751
O -3.5674 2.2173 3.6875 0.2299 0.1686 -0.0355
O 1.9017 4.5515 -3.9742 -0.2597 0.1021 -0.1887
O -6.0882 1.6877 1.8902 -0.0754 -0.2219 0.1856
N 1.6863 -2.5978 -0.6161 -0.1077 -0.9023 1.1526
N 1.7214 -0.5307 -1.8982 -2.5172 -0.6297 1.4928
N 0.7899 0.4964 -1.8947 -3.5819 1.4500 1.3264
N -0.1199 -1.0707 -0.4527 2.5666 3.5663 -3.5902
C 2.0139 4.4895 0.1358 0.2257 -0.4819 0.2658
C 1.1392 -1.4311 -0.9963 -0.1101 -0.3413 0.1747
C 2.2012 3.5406 -1.1213 -0.8768 0.8523 1.7339
C 1.1785 -5.3224 0.6427 1.0698 -0.8065 1.1508
C 2.8971 -0.4114 -2.7335 2.8398 2.6637 -0.6652
C 2.4569 -5.6913 1.5531 0.6975 -0.9032 -1.4009
C 1.9036 5.0862 1.2052 -0.1766 -1.9453 -0.3519
C 1.1411 -2.7090 2.2931 1.1714 -0.0290 -0.3356
C 4.0562 0.5773 -1.9958 0.5951 -1.9258 2.9222
C -0.3178 0.1933 -1.0842 1.8253 -2.9761 0.8633
C 4.3852 0.1755 -0.4291 3.0247 0.3734 -4.2822
C 0.7645 3.0798 -1.6280 0.3722 0.8987 -0.1374
C -1.8594 1.4146 0.7113 -1.2725 0.2034 -0.3735
C -1.6375 0.9788 -0.7991 0.5405 0.0778 -1.2135
C 0.7609 1.8055 -2.5799 -0.4058 1.8092 -0.9596
H -4.2541 -1.1919 1.3711 -0.1213 -0.0853 -0.1219
H -3.8621 1.3382 0.8455 0.5321 0.4946 -0.2575
H 2.7318 2.6221 -0.7279 -0.2460 1.1964 -0.4923
H -1.6684 1.8662 -1.5153 -0.1122 -0.9700 1.3141
H 1.8014 5.4053 -3.5334 0.1020 -0.0059 -0.1356
H 0.5457 -4.4902 5.9698 -0.0143 0.0071 -0.1270
H -3.1505 -1.1055 0.3257 -0.1059 -0.3300 -0.0071
H -7.6739 2.6618 -0.7292 0.0018 0.1288 0.0332
H -3.2126 2.6202 2.8816 -0.2487 -0.1355 -0.1197
H 2.2797 -2.6783 2.3788 -1.4259 -0.0143 0.2980
H -0.2258 1.8518 -3.1554 1.3908 -0.2898 0.6661
H 1.2591 -5.7799 -0.3999 -0.0867 0.8968 1.2924
H 2.7738 4.1048 -1.9071 -0.4850 -1.0043 0.7940
H 5.0946 0.9121 0.0608 -1.9244 -0.8726 0.2996
H -7.0026 1.6002 2.1875 0.0610 -0.0213 -0.1167
H 4.0504 1.7201 -2.2685 0.2527 -2.4826 0.4027
H 1.1398 4.5039 -4.5654 0.1793 0.0895 -0.0922
H -6.8864 3.1730 0.4685 0.0240 0.0402 -0.0818
H 0.3515 3.9356 -2.2574 0.4001 -1.2643 0.8553
H 2.2647 -6.5810 2.2399 0.1029 1.4694 -0.7372
H -5.5652 1.4489 2.6683 0.0904 0.3420 0.0101
H 2.9093 -4.8105 2.0900 -0.7183 -1.0437 -0.3515
H 0.1041 3.0082 -0.7190 0.6088 -0.3326 -1.0527
H -1.5762 -4.1911 -2.1532 -0.1215 0.0819 -0.0119
H 1.5648 1.9813 -3.3518 -0.6843 -0.6540 0.9720
H -1.2735 -2.7183 -1.9266 -0.1446 -0.1095 0.1236
H 0.2982 -5.8658 1.1300 0.7754 1.2075 -0.7470
H 2.6459 0.1619 -3.6895 -0.1199 -0.9649 1.3254
H -1.9160 0.5377 1.4201 0.7828 0.8298 -0.8281
H 3.4273 -1.3328 -3.0793 -0.9836 0.5603 0.8726
H -2.5234 0.3303 -1.1097 1.3065 0.5905 0.3963
H 4.2054 -0.8692 -0.0617 -0.4225 1.5226 0.0527
H -1.1307 2.2133 1.0311 -0.6072 -1.0808 -0.2420
H -0.8155 -3.8900 5.6551 0.0648 -0.0425 -0.0926
H 0.6768 -3.2891 3.1730 0.6905 0.8246 -1.4414
H 0.7760 -1.6282 2.2640 0.2875 -1.5504 0.0018
H 1.7486 5.1955 2.3161 0.3224 0.4326 -2.0355
H -3.3939 2.8735 4.3730 -0.1391 -0.1581 0.0282
H 3.2554 -6.0570 0.8201 -0.8415 0.4887 1.1493
```
Forces are in eV/Å.